Record 1
200
Properties=species:S:1:pos:R:3:forces:R:3 method="wB97M-V/def2-TZVPD" homo_ev=-9.82 multiplicity=1 e_tot_ha=-10074.8886 lumo_energy_ev=-0.3 total_charge=0 fmax_ha_per_bohr=0.067
C 0.4614 5.5072 0.3591 1.17 -0.30 -0.90
C -0.5318 5.9364 -0.7234 -0.18 -1.00 0.87
O -0.4148 7.3042 -1.1026 -0.45 0.70 0.33
C 0.6874 7.8093 -1.6166 0.22 -0.50 -0.49
O 1.7176 7.2315 -1.8642 0.04 -0.13 -0.03
O 0.4431 9.0866 -1.8952 -0.78 0.73 0.12
C 1.3952 9.8236 -2.6341 1.35 -0.73 -0.44
H 0.5267 6.1986 1.1974 -0.28 0.05 -0.02
H 1.4600 5.4275 -0.0790 0.07 0.40 0.05
H 0.3438 4.4861 0.7258 -0.74 0.12 0.09
H -1.5308 5.8338 -0.3026 -0.11 0.40 -0.15
H -0.5481 5.3187 -1.6244 0.50 -0.03 0.09
H 2.3962 9.4451 -2.4136 0.01 0.28 0.30
H 1.3225 10.8843 -2.4229 -0.28 -0.09 0.23
H 1.3094 9.6515 -3.7104 -0.51 0.08 0.00
C -3.0889 2.5538 2.3649 -0.38 -0.35 -0.73
C -3.5297 2.3508 3.7783 0.92 -0.74 0.65
O -4.3652 3.4139 4.2117 -0.24 0.48 0.08
C -3.9001 4.2712 5.1174 0.39 -0.50 0.63
O -2.7991 4.2954 5.6175 0.03 -0.11 -0.35
O -4.8946 5.0607 5.4609 -1.31 0.83 0.07
C -4.7258 5.8928 6.6188 1.51 0.03 -0.28
H -3.8790 2.4455 1.6174 -0.28 0.39 0.23
H -2.3704 1.7977 2.0497 0.35 0.15 0.32
H -2.6651 3.5580 2.3181 0.16 -0.10 -0.35
H -2.6286 2.2672 4.3901 -0.19 0.44 0.16
H -4.0558 1.4293 4.0311 -0.31 0.09 -0.58
H -4.6019 5.2544 7.4897 -0.37 0.10 0.18
H -5.5081 6.6384 6.6970 -0.48 -0.51 -0.18
H -3.7955 6.4546 6.5192 0.07 -0.06 -0.02
C -0.0321 -2.4233 2.2328 -0.68 0.88 1.35
C -0.1754 -2.0693 0.7764 -0.29 -1.22 -0.03
O -0.7956 -0.7887 0.6847 0.34 0.59 0.88
C -0.5902 -0.0063 -0.3607 0.01 -0.08 -1.06
O -0.0362 -0.3159 -1.3821 0.34 0.10 0.02
O -1.1867 1.1535 -0.1292 -1.02 0.11 0.34
C -1.0189 2.2739 -0.9983 0.80 0.65 0.55
H 0.5742 -3.2850 2.5008 -0.15 -0.28 -0.57
H -1.0353 -2.5416 2.6523 0.05 -0.40 0.00
H 0.3599 -1.6276 2.8721 0.34 0.27 -0.55
H -0.9293 -2.7385 0.3548 0.38 -0.21 -0.30
H 0.7710 -2.2222 0.2560 -0.09 0.73 -0.37
H -1.8675 2.9514 -0.9272 -0.43 -0.51 0.13
H -0.8066 2.0612 -2.0428 0.11 -0.42 0.12
H -0.2157 2.8356 -0.5194 0.34 0.04 -0.57
C 5.7922 -0.5577 -4.6762 -1.22 0.77 0.25
C 5.4793 0.5003 -3.6016 2.03 -1.13 -1.43
O 4.5241 -0.0319 -2.7154 -0.18 0.35 0.70
C 4.8079 -0.0341 -1.4026 0.00 -0.34 0.20
O 5.8364 0.2663 -0.8644 0.14 0.25 -0.13
O 3.7257 -0.5074 -0.8061 -1.24 -1.10 -0.06
C 3.5370 -0.3802 0.6002 0.64 1.95 0.46
H 6.2220 -1.4508 -4.2267 0.19 0.07 -0.05
H 6.4664 -0.0619 -5.3745 0.05 -0.40 -0.21
H 4.8507 -0.8309 -5.1556 0.22 -0.13 -0.36
H 5.1562 1.4365 -4.0470 -0.35 -0.11 0.14
H 6.4793 0.6321 -3.1814 -0.49 0.49 0.92
H 2.4842 -0.3910 0.8670 -0.14 -0.47 -0.58
H 3.8435 0.6515 0.7948 0.12 -0.10 0.52
H 4.0879 -1.0381 1.2670 0.22 -0.36 -0.54
C 6.8953 5.0729 -1.3206 -0.69 0.48 0.90
C 6.9424 3.6416 -1.8314 0.96 1.40 0.26
O 5.8208 3.3808 -2.6552 -0.94 -0.32 -0.20
C 4.6428 3.1815 -2.0339 0.90 0.32 0.24
O 4.4992 3.0908 -0.8489 -0.20 -0.05 0.44
O 3.6838 3.1310 -2.9419 -0.22 -0.02 -0.42
C 2.3678 3.0846 -2.4290 -1.77 -0.50 -0.03
H 6.8950 5.7835 -2.1463 0.03 0.02 0.03
H 7.6758 5.3396 -0.6037 0.51 -0.34 -0.44
H 6.0170 5.2549 -0.6930 -0.30 -0.15 -0.39
H 7.0873 2.9550 -0.9996 -0.28 -0.39 -0.33
H 7.7778 3.6531 -2.5313 0.07 -0.74 0.10
H 1.6597 3.0484 -3.2547 0.59 0.35 -0.36
H 2.0951 3.9423 -1.8147 0.41 0.12 0.06
H 2.0626 2.1757 -1.9026 0.94 -0.12 0.39
C -4.4961 -0.5373 0.2967 1.28 0.26 0.61
C -4.5960 -1.5318 -0.8372 -1.42 0.94 0.67
O -5.6070 -2.4534 -0.3750 0.34 -0.61 -0.02
C -6.1027 -3.3167 -1.2737 0.84 1.17 -0.34
O -6.0563 -3.1534 -2.4652 -0.17 -0.43 -0.01
O -6.6090 -4.3285 -0.6095 -0.43 -0.99 0.39
C -7.0893 -5.4169 -1.4132 -0.10 0.38 -0.46
H -5.4082 -0.0483 0.6346 -0.26 -0.05 -0.66
H -3.7481 0.2141 0.0288 -0.16 0.18 0.03
H -4.1000 -0.9928 1.2102 0.09 -0.29 -0.16
H -3.6478 -2.0174 -1.0527 -0.06 -0.21 -0.04
H -4.9745 -1.0186 -1.7214 0.15 -0.25 -0.20
H -6.3367 -5.6758 -2.1563 0.01 -0.12 0.07
H -7.9894 -5.1048 -1.9417 -0.04 -0.08 0.03
H -7.3080 -6.2482 -0.7516 0.08 0.10 0.11
C 1.4904 3.2530 4.7451 -0.63 1.76 1.66
C -0.0011 3.0491 4.5321 -0.70 -0.57 -0.17
O -0.0778 2.1742 3.3979 0.73 -1.47 -1.69
S 1.3858 1.8575 2.7465 -0.27 0.87 2.01
O 1.3810 1.9333 1.3250 -0.32 0.45 0.70
O 1.9838 0.7340 3.3989 -0.46 0.17 -0.46
O 2.0216 3.2007 3.4453 0.59 -0.82 -1.26
H 2.0074 2.6764 5.5145 -0.21 -1.02 -0.64
H 1.6109 4.2494 5.1812 0.18 0.28 -0.71
H -0.5723 3.9225 4.2110 0.51 0.34 0.27
H -0.5915 2.5809 5.3199 0.50 0.01 0.29
C 1.8238 5.9379 -4.9740 1.06 0.99 2.03
C 0.5832 6.8072 -5.2218 0.31 0.31 -0.54
O -0.4231 5.8781 -5.5709 -1.19 -1.35 0.26
S -0.0746 4.3702 -5.0872 0.38 0.64 -1.50
O -0.6234 3.4493 -6.0505 0.87 1.15 1.02
O -0.3743 4.1642 -3.7046 0.11 0.27 -0.39
O 1.5223 4.6010 -5.3038 -1.46 -1.16 -0.54
H 2.0924 5.9462 -3.9125 -0.22 0.15 0.03
H 2.7295 6.2922 -5.4624 -0.25 -0.37 -0.62
H 0.7107 7.4732 -6.0772 -0.03 -0.19 -0.08
H 0.2507 7.4360 -4.3949 0.22 -0.37 0.29
C -2.4921 -4.9689 -0.4368 0.56 0.41 -0.66
C -1.0140 -5.3293 -0.5962 0.35 -0.10 1.12
O -0.5102 -4.6359 -1.7289 -1.06 0.40 -1.26
S -1.7524 -4.1453 -2.7256 0.41 -0.03 1.36
O -1.6957 -4.7608 -4.0053 -0.08 0.16 0.92
O -1.8537 -2.7190 -2.5946 0.08 -0.89 -0.13
O -2.8931 -4.8513 -1.8108 -0.24 0.09 -1.01
H -2.6789 -4.0108 0.0499 0.18 -0.05 0.18
H -3.0862 -5.7424 0.0394 0.01 -0.05 -0.13
H -0.8722 -6.4071 -0.6941 -0.12 -0.02 -0.39
H -0.4063 -5.0157 0.2547 -0.14 0.12 0.07
C -3.5020 -2.0234 6.0399 -0.98 1.60 0.10
C -3.3656 -1.2159 4.7259 1.06 -1.74 -0.46
O -2.4607 -0.1700 5.0156 1.61 0.19 0.95
S -1.2385 -0.7926 5.9886 -1.62 0.99 -1.03
O -0.7983 0.2704 6.8392 -0.40 -0.92 -0.45
O -0.2686 -1.5231 5.2191 -1.23 0.29 0.82
O -2.3122 -1.7128 6.7488 1.85 -0.42 0.74
H -3.6797 -3.0940 6.0155 0.39 -0.01 -0.53
H -4.3075 -1.5682 6.6231 0.02 -0.13 0.12
H -4.2886 -0.8253 4.3109 0.02 0.08 0.15
H -2.8279 -1.8470 4.0086 -0.57 -0.11 -0.33
C -0.9903 0.5489 -6.8949 1.27 -0.78 -0.45
C -0.7344 0.3118 -5.3980 -0.96 -0.35 -0.40
O 0.5621 -0.2279 -5.2785 1.23 -0.30 -0.49
S 1.4358 -0.2530 -6.6648 -0.91 -0.27 0.86
O 1.5052 -1.6145 -7.1353 -0.69 1.85 0.03
O 2.6633 0.4616 -6.4778 -1.11 -0.19 -0.26
O 0.3441 0.6883 -7.4219 1.56 0.08 -0.46
H -1.5534 1.4372 -7.1595 0.15 0.11 0.20
H -1.3464 -0.3135 -7.4607 -0.69 -0.12 0.60
H -1.4475 -0.4396 -5.0550 0.05 0.09 0.34
H -0.7883 1.2205 -4.8027 -0.05 0.05 -0.08
C 1.7123 -2.1390 -3.2573 0.03 0.24 0.73
C 2.6113 -3.1627 -2.5540 -0.20 -0.09 -0.07
O 2.9077 -4.2113 -3.5233 -0.17 0.18 -0.48
S 2.2874 -3.8525 -4.9878 0.28 -0.30 0.98
O 1.6346 -4.9835 -5.5831 0.28 1.01 0.90
O 3.3190 -3.1986 -5.7285 -0.53 0.11 0.40
O 1.1927 -2.8565 -4.3398 -0.35 -1.15 -2.37
H 2.1624 -1.2051 -3.5938 0.37 -0.19 0.14
H 0.8467 -1.9129 -2.6389 0.19 0.23 0.05
H 2.0241 -3.6303 -1.7671 0.22 -0.15 0.08
H 3.5168 -2.7269 -2.1435 0.11 -0.15 -0.17
C 2.4271 -6.3804 1.3973 1.59 0.80 0.96
C 3.9170 -6.6109 1.7859 -0.26 -0.48 0.27
O 4.4562 -5.3016 1.7923 0.46 1.74 -0.28
S 3.3366 -4.1196 1.8064 1.23 -0.52 -0.71
O 3.3465 -3.6351 0.4432 -0.87 -0.35 1.51
O 3.4726 -3.1650 2.8823 -0.14 -1.52 -1.47
O 2.1479 -5.1684 2.1427 -0.33 1.46 -0.43
H 1.7410 -7.1284 1.7740 -0.03 0.00 -0.57
H 2.4298 -6.0444 0.3602 -0.49 -0.86 -0.31
H 4.3887 -7.3010 1.0850 0.27 0.59 -0.39
H 4.1847 -6.9654 2.7836 -0.65 -0.29 -0.68
C -2.5549 -7.8307 3.9516 0.55 0.71 0.36
C -1.0264 -7.7797 3.7114 0.21 -0.25 -0.56
O -0.6118 -6.4810 4.0691 -0.24 1.91 -0.01
S -1.8657 -5.4465 4.0510 1.62 -0.23 -0.53
O -2.1377 -5.0861 2.6736 -0.15 -0.53 1.49
O -1.6404 -4.4167 5.0281 -0.52 -1.21 -0.91
O -2.8444 -6.5632 4.5981 -0.75 0.58 0.05
H -2.8195 -8.5883 4.6807 -0.34 -0.10 -0.29
H -3.0999 -7.8266 3.0121 -0.15 -0.49 0.11
H -0.8063 -7.9332 2.6520 0.01 -0.17 0.08
H -0.4082 -8.4413 4.3161 -0.33 -0.19 -0.01
C -4.2480 1.8601 -2.6431 0.39 -1.02 -1.12
C -4.2981 2.9748 -3.6694 -1.82 -0.61 -0.21
O -3.8382 4.1044 -2.9489 0.37 0.89 0.81
S -4.5841 4.0923 -1.4914 0.36 -0.18 -0.49
O -5.9230 4.5529 -1.6383 0.32 -0.12 0.04
O -3.7535 4.6864 -0.4726 -0.59 -1.17 -1.47
O -4.6202 2.4661 -1.4298 0.00 1.07 1.35
H -3.2731 1.3715 -2.5581 0.15 0.36 0.19
H -4.9490 1.0620 -2.8931 -0.21 0.19 0.14
H -5.3516 3.1267 -3.9382 -0.09 0.21 0.31
H -3.8857 2.7769 -4.6562 1.17 0.34 0.45
C 2.6513 -4.5416 5.0238 -1.74 0.81 0.38
C 1.9201 -5.1876 6.1846 0.87 0.68 -0.99
O 1.6590 -6.4703 5.6138 0.39 -1.73 0.75
S 2.9800 -7.0640 4.8818 -1.60 3.03 0.51
O 2.4649 -7.7535 3.7348 0.37 -0.41 1.41
O 3.9451 -7.6166 5.7710 -0.55 -0.10 -0.61
O 3.4790 -5.5448 4.4695 1.06 -1.50 0.28
H 3.1158 -3.6079 5.3400 0.80 -0.45 -0.29
H 1.8968 -4.2744 4.2779 0.17 -0.04 0.13
H 0.9995 -4.6252 6.3198 -0.20 -0.49 0.36
H 2.5724 -5.2069 7.0580 -0.35 -0.42 0.25

---

Record 2
152
Properties=species:S:1:pos:R:3:forces:R:3 method="wB97M-V/def2-TZVPD" homo_ev=-10.78 multiplicity=1 e_tot_ha=-8848.1277 lumo_energy_ev=-4.7 total_charge=+1 fmax_ha_per_bohr=0.064
C 0.5890 -1.3821 1.3641 -0.31 -0.34 -0.56
C 0.8508 -2.6249 0.4874 0.91 1.21 0.16
Br -0.2581 -2.3225 -1.1112 -0.02 -0.34 0.08
C 2.3302 -2.5381 0.0034 -0.49 -0.10 -0.44
Br 3.6026 -2.9930 1.4154 -0.06 0.31 -0.11
C 2.6753 -3.2888 -1.2768 0.15 -0.89 -0.07
C 2.6738 -4.6964 -1.3977 -0.52 0.00 1.55
C 2.2637 -5.5116 -0.1800 0.05 -0.46 -0.70
C 0.9647 -6.3382 -0.3724 0.17 0.05 1.25
O -0.1069 -5.5190 -0.7961 0.51 -0.41 -0.80
C -0.4530 -5.8010 -2.1489 -0.80 -0.08 -0.25
C -1.8003 -6.5537 -2.2078 0.75 0.57 -0.57
O -2.3386 -6.3604 -3.5356 -0.02 0.10 0.78
C -3.2975 -5.3412 -3.5171 0.35 -1.69 0.16
C -4.5743 -5.6562 -3.0958 -0.20 -0.05 0.08
C -5.5012 -4.6494 -3.0426 -0.56 -0.31 0.31
C -5.2075 -3.3396 -3.4109 -1.07 0.38 0.54
C -6.3283 -2.2936 -3.3095 -1.15 -0.15 -1.14
C -7.6255 -2.9908 -3.8805 0.59 0.30 -0.14
C -6.1070 -1.0762 -4.2627 -0.17 0.06 0.69
C -6.6706 -1.8767 -1.8600 0.89 -0.47 0.15
C -5.4834 -1.4771 -0.9527 -0.13 0.79 1.16
C -4.7070 -2.6788 -0.3346 0.71 0.22 -0.91
C -6.0947 -0.6943 0.2562 -0.13 -0.75 -0.50
C -4.4683 -0.5135 -1.5868 0.01 0.28 -0.29
C -3.9342 -3.0805 -3.8349 0.31 0.69 -0.16
C -2.9799 -4.0754 -3.8761 0.96 0.79 -0.47
C 3.0611 -5.3103 -2.6100 -0.95 0.35 0.68
S 3.2050 -7.1211 -2.8957 2.64 -1.86 -0.69
C 1.9056 -7.6726 -3.9904 -0.86 1.04 -0.08
O 3.2942 -7.8504 -1.6680 -1.51 0.52 0.77
O 4.4221 -7.2446 -3.6368 0.00 0.91 -0.98
N 3.3723 -4.5979 -3.6551 -0.18 -0.42 0.00
N 3.3337 -3.3100 -3.5223 0.74 1.58 -1.42
C 3.6962 -2.5392 -4.7781 0.06 -0.20 -1.63
C 2.4795 -1.9314 -5.4731 0.15 0.81 0.48
F 4.2709 -3.4141 -5.6465 -0.02 -0.33 0.43
C 3.0410 -2.6000 -2.4341 -0.29 -0.35 1.19
Cl 3.1080 -0.8947 -2.4537 0.11 -0.26 -0.36
H 1.2021 -1.3663 2.2676 -0.16 -0.11 -0.04
H -0.4815 -1.3265 1.5768 0.24 0.03 0.30
H 0.8097 -0.5086 0.7400 0.01 0.02 0.31
H 0.6269 -3.5635 0.9875 -0.35 0.01 -0.38
H 2.4832 -1.4768 -0.1831 0.18 -0.21 0.07
H 3.1122 -6.1673 0.0524 -0.29 -0.10 0.07
H 2.1114 -4.8829 0.6891 0.08 0.01 -0.27
H 1.0942 -7.2321 -0.9852 0.03 0.24 -0.07
H 0.7116 -6.6980 0.6341 0.08 -0.04 -0.17
H 0.3452 -6.3506 -2.6576 -0.20 0.07 0.20
H -0.6173 -4.8945 -2.7363 0.14 0.29 0.40
H -1.6903 -7.6248 -2.0153 -0.15 0.13 0.01
H -2.4126 -6.0580 -1.4484 -0.21 -0.38 -0.08
H -4.8666 -6.6578 -2.7995 0.28 0.00 -0.08
H -6.4840 -4.9310 -2.6781 0.00 0.26 -0.11
H -7.3100 -3.6336 -4.7099 -0.27 -0.06 0.15
H -8.1387 -3.5695 -3.1103 -0.05 -0.04 -0.24
H -8.3073 -2.2540 -4.3151 -0.05 -0.03 0.38
H -6.5378 -0.1845 -3.7913 0.20 -0.07 -0.08
H -5.0571 -0.8748 -4.4732 -0.22 0.13 -0.13
H -6.6726 -1.2074 -5.1890 0.43 -0.13 -0.05
H -7.1750 -2.7303 -1.3822 0.14 0.14 0.01
H -7.4174 -1.0734 -1.8609 0.18 -0.04 -0.30
H -4.5330 -2.5364 0.7366 -0.25 -0.12 -0.10
H -3.7041 -2.6899 -0.7907 -0.17 -0.26 0.09
H -5.1433 -3.6570 -0.5524 -0.15 0.17 0.30
H -5.3250 -0.1302 0.7904 -0.12 -0.09 -0.03
H -6.8772 -0.0216 -0.1104 0.16 0.09 0.28
H -6.5362 -1.4487 0.9197 -0.14 0.41 0.10
H -3.6078 -0.4019 -0.9177 -0.10 0.03 -0.01
H -4.0832 -0.8417 -2.5551 -0.08 -0.10 0.24
H -4.8769 0.4969 -1.7349 -0.07 -0.24 0.04
H -3.6326 -2.0788 -4.1132 -0.03 -0.12 -0.08
H -1.9721 -3.8200 -4.1947 -0.09 -0.19 -0.03
H 2.3173 -8.3384 -4.7498 0.35 -0.10 0.48
H 1.0551 -8.0991 -3.4564 0.30 -0.13 0.01
H 1.5477 -6.7855 -4.5323 0.07 -0.15 0.10
H 4.4832 -1.8148 -4.5565 -0.30 0.00 0.46
H 2.3912 -0.8861 -5.1596 -0.23 -0.19 0.03
H 2.6776 -1.8868 -6.5456 0.01 -0.31 0.14
H 1.5381 -2.4458 -5.2665 0.20 -0.10 -0.08
C -4.5825 3.9507 2.8213 0.04 0.04 -0.06
C -5.1061 2.7694 2.0269 0.12 0.10 0.41
O -4.0920 2.2358 1.1749 -0.45 0.09 -0.25
H -4.2273 4.7334 2.1498 -0.08 0.01 -0.02
H -5.3595 4.3654 3.4648 0.03 -0.02 0.01
H -3.7361 3.6522 3.4449 -0.07 -0.03 0.08
H -5.9360 3.0738 1.3910 0.09 -0.11 -0.12
H -5.4577 1.9790 2.6982 -0.11 0.07 -0.04
H -3.3601 1.9551 1.7330 -1.18 0.11 1.18
C -0.4996 3.4840 1.3646 0.06 -0.12 -0.08
C -0.7388 2.4637 0.2672 -0.40 0.22 0.29
O -1.5740 1.4015 0.7309 0.49 -0.39 0.10
H -0.0332 3.0126 2.2312 0.08 0.01 -0.03
H 0.1444 4.2919 1.0179 -0.04 0.04 0.09
H -1.4449 3.9136 1.7044 0.01 0.09 -0.09
H 0.2018 2.0206 -0.0572 -0.05 -0.12 -0.06
H -1.2134 2.9332 -0.5999 0.14 0.01 -0.06
H -2.4116 1.7907 1.0084 1.32 -0.16 -1.40
C -1.6289 0.0178 -4.1721 -0.08 0.06 0.02
C -0.4648 0.9897 -4.1464 0.02 -0.38 0.14
O 0.1436 1.0136 -2.8569 0.20 0.19 -0.05
H -2.3707 0.2972 -3.4220 0.04 0.04 -0.05
H -2.1074 0.0016 -5.1527 0.00 -0.04 -0.01
H -1.2915 -0.9959 -3.9313 0.03 -0.04 -0.07
H -0.8048 2.0004 -4.3644 0.09 0.03 0.09
H 0.2884 0.7112 -4.8930 -0.08 0.09 -0.14
H 0.4512 0.1213 -2.6651 -0.19 -0.02 0.11
C 2.6052 4.5978 4.6402 0.02 -0.08 -0.01
C 2.5771 5.1804 3.2395 -0.15 0.17 0.37
O 1.2757 5.6626 2.9200 0.01 -0.06 -0.21
H 1.8848 3.7828 4.7267 0.04 -0.03 -0.06
H 3.5979 4.2186 4.8889 -0.01 0.04 0.05
H 2.3271 5.3540 5.3778 0.12 0.03 0.00
H 2.8348 4.4193 2.5027 -0.13 0.05 -0.09
H 3.2917 6.0046 3.1498 0.08 -0.07 -0.04
H 1.0514 6.3417 3.5637 0.00 0.00 -0.01
C 5.6370 9.1681 2.9277 -0.05 0.13 0.05
C 6.2092 8.3821 4.0916 -0.10 -0.14 -0.40
O 5.2971 7.3678 4.5174 -0.01 0.04 0.31
H 4.6898 9.6296 3.2078 0.08 -0.02 0.03
H 6.3291 9.9486 2.6058 0.02 -0.05 -0.04
H 5.4347 8.5082 2.0791 0.11 0.01 -0.03
H 6.3903 9.0366 4.9432 -0.05 -0.12 0.09
H 7.1565 7.9099 3.8114 0.08 0.12 0.07
H 5.1459 6.7835 3.7691 0.02 0.02 -0.01
C 0.5877 11.1215 2.4725 0.04 0.06 0.01
C 1.7239 10.1638 2.1669 -0.30 -0.09 0.25
O 2.4074 9.7829 3.3607 0.08 0.01 -0.11
H 0.9663 12.0141 2.9714 0.03 0.01 -0.06
H 0.0715 11.4212 1.5592 -0.03 -0.01 0.02
H -0.1371 10.6584 3.1466 -0.05 -0.04 -0.08
H 2.4552 10.6356 1.5117 0.10 -0.07 0.09
H 1.3456 9.2632 1.6716 0.01 0.07 -0.15
H 1.7677 9.3564 3.9387 0.02 0.06 0.05
C 6.0287 -5.9963 1.4080 -0.03 0.08 0.02
C 6.2557 -7.2746 2.1926 -0.13 -0.14 -0.39
O 5.1332 -8.1457 2.0771 -0.08 0.13 0.17
H 5.1334 -5.4855 1.7685 0.06 -0.03 0.08
H 6.8810 -5.3207 1.4997 -0.02 0.01 -0.05
H 5.8705 -6.2172 0.3477 0.12 -0.02 -0.02
H 6.3906 -7.0545 3.2503 -0.08 -0.10 0.02
H 7.1477 -7.7964 1.8331 0.10 0.12 0.08
H 5.0187 -8.3543 1.1442 0.02 -0.09 0.01
C 4.5819 7.0131 8.3825 0.06 -0.06 -0.03
C 3.4450 7.9871 8.6259 0.18 0.01 -0.38
O 3.7875 9.2932 8.1731 -0.08 0.06 0.16
H 5.4862 7.3441 8.8948 -0.06 0.00 0.08
H 4.3248 6.0124 8.7362 0.01 0.00 -0.02
H 4.8188 6.9567 7.3166 -0.07 -0.06 -0.01
H 3.2215 8.0599 9.6895 -0.02 0.14 -0.02
H 2.5381 7.6583 8.1051 -0.04 -0.12 0.13
H 3.9746 9.2348 7.2304 0.03 0.01 0.01

---

| no. | Kohn-Sham gap (eV) |
| --- | --- |
| 1 | 9.50 |
| 2 | 6.05 |